86
Properties=species:S:1:pos:R:3:mulliken_charge:R:1 method="wB97M-V/def2-TZVPD" e_tot_ha=-3491.46322 de_lowest_ev=1.6970 mol_weight_g_mol=778.87 charge=-1 e_homo_ev=-3.7 gap_ev=4.58
K -0.776 -0.341 0.695 0.875
C 4.187 1.594 -1.635 -1.579
C 2.763 1.443 -1.089 -0.522
N 2.568 0.412 -0.083 1.543
C 3.410 0.552 1.095 -0.579
C 3.302 1.932 1.725 -1.455
C 2.578 -0.923 -0.672 -0.634
C 2.467 -2.075 0.323 -2.317
N 1.327 -1.925 1.192 0.813
C 1.145 -2.820 2.154 -0.038
C 0.139 -2.555 3.137 -0.179
F -0.563 -1.385 3.014 -0.310
C -0.153 -3.378 4.188 0.214
F -1.116 -3.010 5.058 -0.339
C 0.518 -4.576 4.390 -0.694
C 1.491 -4.875 3.462 0.188
F 2.166 -6.042 3.580 -0.351
C 1.809 -4.054 2.401 0.252
F 2.765 -4.510 1.542 -0.381
H 4.212 2.380 -2.394 0.498
H 4.552 0.673 -2.096 0.267
H 4.891 1.870 -0.847 0.265
H 2.084 1.217 -1.916 0.216
H 2.430 2.403 -0.687 0.263
H 4.471 0.328 0.880 0.343
H 3.065 -0.188 1.817 0.306
H 3.769 2.711 1.117 0.303
H 3.800 1.931 2.697 0.480
H 2.254 2.199 1.877 0.209
H 3.501 -1.106 -1.256 0.116
H 1.735 -0.960 -1.372 0.209
H 3.420 -2.145 0.870 0.628
H 2.446 -2.995 -0.285 0.770
H 0.277 -5.244 5.203 0.481
S -1.482 7.873 0.518 0.075
N -1.172 6.903 1.774 -0.738
C -0.995 5.690 1.282 0.984
C -0.700 4.495 2.054 0.307
C -0.614 4.496 3.445 -0.684
C -0.374 3.310 4.099 -0.972
C -0.234 2.151 3.335 -0.528
N -0.301 2.138 2.015 0.737
C -0.531 3.287 1.368 -0.343
C -0.628 3.232 -0.110 -0.767
N -0.410 2.053 -0.695 1.117
C -0.571 1.957 -1.999 -0.412
C -0.931 3.030 -2.813 -1.060
C -1.118 4.258 -2.226 -1.036
C -0.959 4.373 -0.847 0.429
C -1.134 5.627 -0.137 0.995
N -1.408 6.796 -0.688 -0.720
H -0.749 5.424 3.985 0.498
H -0.314 3.261 5.177 0.436
H -0.071 1.189 3.810 0.437
H -0.418 0.965 -2.419 0.170
H -1.068 2.885 -3.877 0.442
H -1.396 5.132 -2.801 0.484
N -4.443 -1.358 0.744 -0.117
C -4.077 -0.039 0.497 0.619
N -4.613 0.959 1.192 -0.635
N -4.101 2.065 0.625 -0.691
N -3.298 1.739 -0.338 -0.088
N -3.251 0.386 -0.459 -0.023
C -3.710 -2.503 0.463 0.057
N -4.227 -3.716 0.636 -0.547
N -3.260 -4.553 0.225 -0.814
N -2.233 -3.881 -0.184 -0.330
N -2.475 -2.554 -0.022 0.373
H -5.130 -1.463 1.471 0.253
N -0.831 -3.005 -4.580 -0.140
C -1.603 -1.725 -4.332 -0.976
C -1.968 -1.682 -2.868 -0.347
N -0.754 -1.740 -2.061 0.879
C -0.064 -3.011 -2.264 0.329
C 0.396 -3.106 -3.698 -0.958
H -0.572 -3.081 -5.560 0.351
H -1.446 -3.790 -4.354 0.399
H -2.474 -1.738 -4.985 0.398
H -0.936 -0.909 -4.609 0.392
H -2.653 -2.514 -2.632 0.401
H -2.506 -0.764 -2.625 0.217
H -1.148 -1.828 -1.115 -0.410
H -0.706 -3.866 -1.998 0.522
H 0.801 -3.058 -1.606 -0.613
H 0.884 -4.052 -3.926 0.398
H 1.041 -2.271 -3.970 0.387

15
Properties=species:S:1:pos:R:3:mulliken_charge:R:1 method="wB97M-V/def2-TZVPD" e_tot_ha=-233.59753 de_lowest_ev=1.2904 mol_weight_g_mol=74.12 charge=0 e_homo_ev=-10.3 smiles="C=O.CCC" gap_ev=11.07
O -2.982 0.834 2.732 -0.380
C -2.092 0.190 3.201 -0.025
H -1.515 0.468 4.107 0.217
H -1.750 -0.765 2.769 0.186
C -0.112 0.325 -2.072 -1.078
C 0.995 0.440 -0.989 -0.201
C 1.424 -0.868 -0.342 -1.052
H -1.047 0.077 -1.580 0.294
H -0.226 1.318 -2.508 0.302
H 0.186 -0.312 -2.902 0.337
H 1.869 0.932 -1.433 0.275
H 0.527 1.102 -0.257 0.244
H 1.634 -1.556 -1.172 0.279
H 0.710 -1.404 0.271 0.287
H 2.380 -0.781 0.175 0.314

91
Properties=species:S:1:pos:R:3:mulliken_charge:R:1 method="wB97M-V/def2-TZVPD" e_tot_ha=-2766.93675 de_lowest_ev=0.1424 mol_weight_g_mol=655.24 charge=-1 e_homo_ev=-7.4 gap_ev=8.90
O 13.226 -14.618 -6.804 -0.441
C 13.658 -14.038 -5.859 0.215
O 14.216 -12.919 -5.979 0.888
B 14.843 -12.662 -4.674 0.270
O 14.433 -13.809 -3.821 1.802
C 13.806 -14.569 -4.583 0.045
O 13.096 -15.413 -4.110 -0.753
O 14.456 -11.336 -4.141 0.882
C 15.495 -10.659 -3.973 0.127
O 15.581 -9.607 -3.354 -0.691
C 16.613 -11.448 -4.374 -0.003
O 16.323 -12.585 -4.714 -0.114
O 17.766 -11.013 -4.535 -0.044
O 20.353 -12.224 -5.587 -0.549
H 21.271 -12.377 -5.707 0.214
H 20.317 -11.275 -5.384 0.243
O 17.009 -9.547 -0.572 -0.695
H 16.056 -9.393 -0.616 0.401
H 16.948 -10.327 -0.078 0.270
O 15.107 -17.029 -3.012 -0.762
H 15.647 -16.252 -3.038 0.381
H 14.314 -16.604 -3.399 0.257
O 13.690 -7.519 -1.943 -0.565
H 13.359 -6.764 -1.477 0.212
H 14.317 -7.177 -2.544 0.268
O 13.285 -12.025 -1.532 -0.948
H 12.922 -12.569 -0.812 0.323
H 14.107 -12.454 -1.682 0.196
O 18.116 -13.456 -6.992 -0.603
H 18.307 -13.945 -6.235 0.431
H 18.948 -13.019 -7.219 0.271
O 10.495 -15.799 -7.733 -0.778
H 10.959 -15.692 -6.897 0.267
H 10.639 -14.990 -8.233 0.354
O 10.122 -14.040 -5.235 -0.628
H 10.080 -13.267 -5.812 0.375
H 10.825 -13.763 -4.637 0.187
O 11.121 -12.200 -6.988 -0.614
H 10.684 -11.510 -7.454 0.226
H 11.972 -11.880 -6.700 0.164
O 14.257 -9.706 -0.518 -0.924
H 14.040 -9.030 -1.187 0.312
H 14.094 -10.533 -0.968 0.481
O 11.752 -12.691 -3.596 -0.400
H 11.016 -12.125 -3.605 0.348
H 12.205 -12.471 -2.766 0.046
O 19.396 -9.613 -5.943 -0.705
H 19.762 -8.782 -5.677 0.290
H 18.623 -9.695 -5.396 0.203
O 14.044 -12.093 -9.018 -0.749
H 13.981 -11.842 -8.105 0.258
H 14.608 -11.416 -9.431 0.344
O 17.096 -15.128 -3.007 -0.655
H 17.664 -14.716 -3.654 0.317
H 17.575 -15.029 -2.178 0.257
O 17.642 -7.775 -2.457 -0.727
H 17.113 -8.032 -3.185 0.294
H 17.492 -8.533 -1.881 0.433
O 14.350 -14.734 -1.116 -0.647
H 14.722 -14.570 -1.964 -0.131
H 13.761 -15.479 -1.226 0.396
O 13.434 -10.115 -6.868 -0.689
H 14.345 -10.316 -6.753 0.079
H 13.281 -9.217 -6.536 0.306
O 16.098 -12.365 -1.519 -0.703
H 16.047 -13.173 -1.022 0.310
H 16.889 -12.446 -2.104 0.164
O 12.361 -17.676 -5.808 -0.501
H 12.340 -18.307 -5.087 0.236
H 13.118 -17.972 -6.293 0.285
O 10.599 -15.517 -2.713 -0.703
H 10.518 -14.630 -2.261 0.312
H 11.477 -15.536 -3.151 0.316
O 15.995 -13.938 -8.587 -0.753
H 15.314 -13.284 -8.914 0.541
H 16.238 -13.628 -7.704 0.187
O 19.108 -14.300 -4.730 -0.843
H 19.239 -13.386 -4.866 0.372
H 19.732 -14.813 -5.264 0.261
O 12.328 -9.610 -3.388 -0.773
H 13.016 -10.292 -3.579 0.247
H 12.788 -8.855 -3.020 0.457
O 19.916 -10.546 -3.101 -0.720
H 19.151 -10.893 -3.594 0.282
H 19.834 -10.720 -2.154 0.293
O 16.269 -10.964 -7.303 -0.510
H 16.579 -10.162 -7.675 0.275
H 17.052 -11.470 -7.236 0.065
O 12.677 -16.932 -8.886 -0.611
H 12.513 -16.897 -9.810 0.244
H 11.896 -16.518 -8.458 0.453

20
Properties=species:S:1:pos:R:3:mulliken_charge:R:1 method="wB97M-V/def2-TZVPD" e_tot_ha=-436.62283 de_lowest_ev=3.9015 mol_weight_g_mol=136.18 charge=+1 e_homo_ev="-11.7 / -11.7" gap_ev="7.18 / 7.18"
C 2.625 0.964 0.219 -0.399
C 1.797 -0.241 0.501 0.176
C 3.781 -0.903 -0.443 -0.296
C -1.796 0.090 -0.643 -0.604
C -1.636 -1.367 -0.169 -0.579
C -0.551 0.819 -0.100 -0.524
C -0.248 -1.418 0.289 -0.094
N 3.728 0.557 -0.333 0.053
N 2.640 -1.339 -0.087 -0.380
N 0.324 -0.261 0.326 0.143
H 2.406 1.982 0.493 0.480
H 1.983 -0.485 1.565 0.290
H -1.813 0.126 -1.732 0.305
H -2.717 0.537 -0.279 0.330
H -2.316 -1.641 0.644 0.324
H -1.804 -2.103 -0.960 0.330
H -0.063 1.440 -0.853 0.361
H -0.783 1.440 0.770 0.335
H 4.513 1.149 -0.575 0.227
H 0.303 -2.313 0.540 0.522

15
Properties=species:S:1:pos:R:3:mulliken_charge:R:1 method="wB97M-V/def2-TZVPD" e_tot_ha=-358.04666 de_lowest_ev=4.4447 mol_weight_g_mol=109.13 charge=+2 e_homo_ev="-19.6 / -19.6" gap_ev="7.20 / 7.19"
C -0.912 1.948 0.013 0.337
C 0.428 0.051 -0.061 0.665
C -1.850 -0.042 -0.023 0.324
C 0.437 1.679 -0.056 -0.349
C 1.719 -0.555 -0.148 -1.047
N -0.691 -0.592 -0.024 -0.180
N -1.940 1.323 0.038 -0.043
N -3.593 -0.845 -0.010 -0.367
H 0.951 2.074 -0.952 0.417
H 1.034 2.067 0.789 0.428
H 2.559 0.126 -0.006 0.395
H 1.848 -1.044 -1.135 0.381
H 1.794 -1.420 0.533 0.402
H -3.519 -1.808 -0.320 0.317
H -4.231 -0.180 -0.438 0.320

51
Properties=species:S:1:pos:R:3:mulliken_charge:R:1 method="wB97M-V/def2-TZVPD" e_tot_ha=-866.72158 de_lowest_ev=5.8505 mol_weight_g_mol=267.41 charge=0 e_homo_ev=-8.9 smiles=COC[C@H](C)N.COC[C@H](C)N.COC[C@H](C)N gap_ev=9.60
C 2.309 0.569 -1.852 -1.481
C 2.062 -0.575 -2.829 0.600
C 0.723 -1.321 -2.572 -0.197
O -0.433 -0.439 -2.538 -0.390
C -1.672 -1.066 -2.303 -0.774
N 2.150 -0.063 -4.146 -0.816
H 2.491 0.324 -0.806 -0.496
H 1.663 1.416 -2.082 0.447
H 3.294 1.002 -2.027 0.465
H 2.881 -1.254 -2.596 0.414
H 0.812 -1.943 -1.682 -0.267
H 0.655 -1.938 -3.468 0.666
H -1.671 -1.768 -1.469 0.185
H -2.013 -1.565 -3.210 0.400
H -2.444 -0.373 -1.968 0.285
H 1.263 0.419 -4.153 0.283
H 2.865 0.618 -4.354 0.310
C 1.270 0.867 2.142 -1.700
C 1.481 0.146 0.819 0.855
C 1.524 -1.415 0.986 -0.947
O 1.743 -2.096 -0.328 -0.259
C 1.278 -3.464 -0.346 -1.016
N 0.388 0.505 -0.084 -0.284
H 1.748 0.589 3.081 0.395
H 0.240 0.749 2.480 0.107
H 1.375 1.925 1.902 0.387
H 2.310 0.588 0.267 0.559
H 0.643 -1.777 1.516 0.336
H 2.320 -1.842 1.596 0.545
H 0.200 -3.399 -0.497 0.273
H 1.673 -4.082 0.461 0.341
H 1.755 -4.000 -1.166 0.271
H 0.764 0.440 -1.019 0.301
H -0.273 -0.247 0.045 0.026
C -1.057 3.579 1.901 -1.300
C -2.169 2.478 1.855 0.257
C -1.773 0.918 1.918 0.101
O -2.884 0.012 2.073 -0.547
C -2.557 -1.225 1.504 -0.404
N -2.918 2.652 3.054 -0.796
H -0.584 3.827 2.851 0.352
H -1.255 4.543 1.432 0.359
H -0.307 3.202 1.205 0.197
H -2.628 2.729 0.899 0.267
H -0.944 0.829 2.621 0.492
H -1.600 0.732 0.858 0.056
H -1.684 -1.718 1.932 0.171
H -2.535 -1.158 0.417 0.007
H -3.348 -1.929 1.765 0.406
H -3.413 1.773 3.099 0.298
H -3.716 3.224 2.815 0.259

24
Properties=species:S:1:pos:R:3:mulliken_charge:R:1 method="wB97M-V/def2-TZVPD" e_tot_ha=-531.08474 de_lowest_ev=0.0000 mol_weight_g_mol=164.21 charge=0 e_homo_ev=-7.9 smiles=Cc1c[nH]cn1.Cc1c[nH]cn1 gap_ev=8.53
C 4.254 -2.095 -0.514 -1.077
C 2.169 0.777 -0.650 -0.137
C 1.781 -1.347 -0.347 -0.373
C 3.120 -1.125 -0.514 0.393
N 1.180 -0.122 -0.435 0.119
N 3.351 0.217 -0.703 -0.650
H 0.184 0.107 -0.362 0.506
H 1.972 1.830 -0.757 0.401
H 1.268 -2.278 -0.176 0.364
H 4.969 -1.830 0.269 0.263
H 4.780 -2.044 -1.467 0.259
H 3.919 -3.118 -0.369 0.288
C -1.979 -0.762 1.989 -1.048
C -2.463 0.228 0.985 0.399
C -2.376 1.472 -0.764 -0.511
C -3.648 0.908 0.933 -0.541
N -1.680 0.593 -0.090 -0.416
N -3.578 1.694 -0.187 -0.092
H -2.042 1.942 -1.670 0.431
H -2.238 -0.448 3.002 0.325
H -0.896 -0.813 1.938 0.256
H -4.291 2.335 -0.495 0.190
H -4.465 0.865 1.628 0.407
H -2.384 -1.768 1.853 0.245

63
Properties=species:S:1:pos:R:3:mulliken_charge:R:1 method="wB97M-V/def2-TZVPD" e_tot_ha=-1365.62565 de_lowest_ev=0.2532 mol_weight_g_mol=416.54 charge=0 e_homo_ev=-8.1 smiles="CCCCCCNC(=O)c1cn(CC)c2cc(N3CCN(C)CC3)c(F)cc2c1=O" gap_ev=8.48
C -4.380 -1.857 -3.261 -1.427
C -3.671 -1.524 -1.954 -0.384
C -4.479 -1.915 -0.717 -0.430
C -5.782 -1.122 -0.579 -0.765
C -6.337 -1.133 0.852 -0.743
C -5.886 0.092 1.656 -1.059
N -4.452 0.223 1.684 -0.112
C -3.795 1.116 0.928 0.098
O -4.333 2.027 0.313 -0.775
C -2.311 0.931 0.886 -0.411
C -1.610 1.876 0.206 -0.055
N -0.280 1.864 -0.004 0.238
C 0.472 0.820 0.498 0.071
C 1.851 0.741 0.300 -0.540
C 2.627 -0.317 0.782 -0.762
N 3.972 -0.359 0.569 0.227
C 4.738 -1.591 0.594 -0.739
H 5.169 -1.771 1.585 0.241
C 5.851 -1.525 -0.445 -0.983
N 6.813 -0.484 -0.120 -0.001
C 7.603 -0.115 -1.272 -1.036
H 8.369 0.597 -0.968 0.381
H 7.008 0.327 -2.087 0.348
H 8.096 -1.008 -1.654 0.313
C 6.180 0.636 0.558 -1.056
H 6.732 1.551 0.342 0.499
C 4.710 0.819 0.171 -0.763
H 4.309 1.692 0.694 0.667
H 4.633 0.998 -0.913 0.290
H 6.234 0.458 1.638 0.261
H 5.397 -1.361 -1.439 0.366
H 6.378 -2.483 -0.473 0.484
H 4.087 -2.430 0.345 0.596
C 1.937 -1.308 1.518 0.176
C 0.588 -1.257 1.716 -0.701
C -0.181 -0.203 1.211 0.488
C -1.620 -0.206 1.460 1.782
O -2.164 -1.113 2.097 -0.912
H 0.091 -2.027 2.285 0.556
F 2.619 -2.333 2.092 -0.361
H 2.349 1.506 -0.268 0.512
C 0.321 2.991 -0.691 -1.013
C 0.919 3.991 0.296 -1.031
H 1.367 4.822 -0.242 0.390
H 0.141 4.378 0.950 0.323
H 1.680 3.520 0.913 0.326
H 1.081 2.632 -1.389 0.438
H -0.460 3.481 -1.276 0.437
H -2.165 2.705 -0.214 0.488
H -3.900 -0.525 2.100 0.353
H -6.278 1.003 1.195 0.443
H -6.261 0.022 2.682 0.362
H -7.429 -1.131 0.832 0.349
H -6.016 -2.043 1.363 0.353
H -5.605 -0.086 -0.877 0.392
H -6.526 -1.538 -1.260 0.550
H -3.853 -1.751 0.160 0.099
H -4.708 -2.984 -0.756 0.513
H -3.463 -0.452 -1.915 0.190
H -2.712 -2.047 -1.924 0.401
H -3.741 -1.623 -4.111 0.416
H -5.299 -1.284 -3.359 0.330
H -4.627 -2.916 -3.300 0.312